ORCA calculation (wB97M-V/def2-TZVPD) on a cluster of 12 separate species, C4H31N2O12S in total.

Calculated values
LUMO ... 2.45 eV
Net charge ... -1
Highest occupied orbital energy ... -4.4 eV
Spin multiplicity ... 1

```
50
C4H31N2O12S wB97M-V/def2-TZVPD
C 1.456 1.896 0.406
N 2.468 1.346 1.305
C 2.488 1.597 2.644
O 1.967 2.565 3.152
C 0.128 1.108 0.316
C -0.404 0.696 1.709
S -2.113 0.144 1.714
N -0.753 2.007 -0.465
H 1.349 2.959 0.624
H 1.885 2.011 -0.592
H 2.898 0.518 0.941
H 2.978 0.776 3.195
H 0.324 0.293 -0.389
H -0.270 1.588 2.323
H 0.316 0.004 2.162
H -1.393 1.391 -0.947
H -1.295 2.613 0.128
H -0.653 -3.765 -0.132
H -0.165 -4.022 1.263
O -0.288 -4.482 0.410
H -1.104 3.135 1.953
H -2.554 2.994 2.408
O -1.835 3.632 2.309
H -0.338 0.484 -2.196
H 0.011 -0.874 -2.878
O 0.374 -0.033 -2.580
H -3.056 0.072 -1.927
H -2.626 0.211 -3.379
O -2.320 -0.166 -2.546
H 2.948 -0.735 -2.211
H 3.575 0.473 -1.338
O 3.701 -0.386 -1.740
H 2.363 -2.942 1.892
H 3.135 -1.754 1.235
O 3.101 -2.330 1.981
H 1.673 1.196 -2.216
H 1.463 2.448 -1.568
O 2.229 1.925 -1.861
H -0.628 -2.494 3.278
H 0.243 -1.891 2.386
O -0.240 -2.691 2.426
H -4.169 1.409 -0.705
H -4.012 0.000 -0.100
O -4.330 0.476 -0.877
H -0.378 -3.044 -2.930
H -1.638 -2.336 -3.180
O -0.751 -2.417 -3.557
H -1.320 -1.302 -0.485
H -2.687 -2.190 -0.597
O -1.751 -2.112 -0.763
```

natural (NBO) population analysis, charges in e, atoms 1 to 2:
1 C -0.320
2 N -0.622



ORCA calculation (wB97M-V/def2-TZVPD) on a structure of composition C32H29Br3N6O12.

Calculated values
Expectation value of S² ... 0.77
LUMO (alpha / beta) ... -4.95 / -8.94 eV
Net charge ... +1
Highest occupied orbital energy (alpha / beta) ... -11.3 / -11.3 eV
Spin multiplicity ... 2

```
82
C32H29Br3N6O12 wB97M-V/def2-TZVPD
C -5.982 2.424 -1.551
N -5.416 1.088 -1.583
O -4.306 0.937 -1.168
O -6.038 0.141 -2.059
H -5.476 3.067 -0.831
H -7.059 2.386 -1.389
H -5.673 3.006 -2.419
C -4.178 -0.425 5.295
C -3.629 -0.553 4.001
C -3.138 -1.754 3.603
C -3.070 -2.827 4.494
C -3.697 -2.766 5.723
C -4.190 -1.522 6.160
N -2.393 -4.086 4.082
O -1.581 -3.957 3.166
O -2.665 -5.151 4.677
H -4.379 0.558 5.693
H -3.640 0.300 3.339
H -2.797 -1.871 2.585
H -3.728 -3.654 6.337
H -4.477 -1.500 7.201
C 0.895 -2.477 -5.805
C 1.697 -3.051 -6.827
C 2.573 -2.172 -7.562
C 2.930 -0.884 -7.089
C 2.179 -0.415 -6.007
C 1.125 -1.156 -5.407
N 3.936 -0.125 -7.797
O 4.567 0.792 -7.148
O 3.809 -0.087 -8.995
H -0.104 -2.857 -5.651
H 1.488 -4.033 -7.224
H 3.007 -2.530 -8.484
H 2.550 0.476 -5.523
H 0.439 -0.737 -4.685
C 2.719 2.605 -3.653
C 3.930 2.382 -4.201
C 4.743 1.327 -3.770
C 4.212 0.369 -2.872
C 2.994 0.656 -2.283
C 2.208 1.790 -2.682
N 4.797 -0.905 -2.538
O 5.735 -1.190 -3.165
O 4.328 -1.573 -1.646
H 2.243 3.542 -3.903
H 4.211 3.142 -4.915
H 5.606 1.154 -4.396
H 2.505 0.064 -1.524
H 1.266 2.023 -2.208
C 0.064 6.150 2.334
C -1.265 6.664 2.143
C -2.298 5.705 2.111
C -2.084 4.369 2.138
C -0.759 3.813 2.226
C 0.294 4.711 2.390
N -3.263 3.480 1.986
O -3.028 2.302 2.185
O -4.426 3.963 1.836
H 0.902 6.809 2.505
H -1.514 7.712 2.218
H -3.277 6.122 1.921
H -0.688 2.736 2.279
H 1.317 4.430 2.592
C 2.377 -3.319 1.920
C 3.283 -4.067 2.669
C 3.070 -4.178 4.050
C 2.036 -3.523 4.626
C 1.183 -2.660 3.878
C 1.324 -2.615 2.514
N 1.790 -3.629 6.098
O 2.283 -4.622 6.687
O 1.066 -2.794 6.659
H 2.409 -3.226 0.844
H 3.954 -4.877 2.420
H 3.670 -4.833 4.665
H 0.411 -2.082 4.364
H 0.677 -2.008 1.898
C -1.021 -0.010 -0.304
Br 0.594 0.670 0.765
Br -1.693 -1.815 0.231
Br -0.693 -0.080 -2.221
H -1.768 0.732 -0.023
```

Löwdin population analysis, charges in e, atoms 1 to 2:
1 C 0.036
2 N -0.450



Across the entries above, maximum force takes the values 0.097 0.094 Eh/bohr, respectively.
Across the entries above, ΔE to the lowest compared entry with this formula, charge and spin takes the values 344.96 141.53 kJ/mol, respectively.